(1)
Entry from the Open Molecules 2025 dataset: 2 unconnected molecules or ions with the total composition C6H11N2 (ωB97M-V/def2-TZVPD).

The geometry in XYZ format:
```
19
Properties=species:S:1:pos:R:3
H 2.430 1.398 3.694
C 1.157 0.791 0.938
H -0.878 -2.146 0.348
H 3.719 0.568 2.507
H 3.153 2.440 2.476
H -1.764 -0.822 1.345
H -2.002 1.447 -1.751
C -2.044 0.380 -1.567
N -1.188 -0.160 -0.519
H -0.350 0.412 -0.025
C 2.933 1.388 2.655
H -3.075 -0.078 -1.650
H -0.020 -0.904 -3.789
C -1.541 -1.270 0.317
C 0.043 -1.008 -2.649
N 1.911 1.090 1.749
H 0.919 -1.379 -2.186
C -0.852 -0.413 -1.912
H -2.551 -1.736 0.019
```

Values from the calculation:
- Gap between HOMO and LUMO (alpha / beta): 7.48 / 8.63 eV
- Total charge: +1
- Multiplicity: 3

---

(2)
Entry from the Open Molecules 2025 dataset: 2 unconnected molecules or ions with the total composition C2H7NS2 (ωB97M-V/def2-TZVPD).

The geometry in XYZ format:
```
12
Properties=species:S:1:pos:R:3
S 0.364 2.887 -0.310
H -1.631 -1.411 1.532
S -1.334 2.649 -1.421
H -0.843 2.884 -2.650
C 1.081 1.225 -0.335
H 1.403 0.997 -1.346
N -0.769 -1.577 1.019
H 0.349 0.465 -0.023
H -0.776 -3.604 1.558
C -0.332 -2.746 1.048
H 1.893 1.230 0.402
H 0.595 -2.998 0.526
```

Values from the calculation:
- Gap between HOMO and LUMO: 9.63 eV

---

Relative energy (zero: lowest compared OMol25 entry of this formula, charge and spin) across the listed records, respectively: 455.9, 82.3 kJ/mol.
M across the listed records, respectively: 111.2, 109.2 g mol⁻¹.